C64H165N9O27 | ωB97M-V/def2-TZVPD

## Properties
E_LUMO: 0.5 eV
energy relative to the best compared isomer or geometry (same formula, charge and spin): 0.0 kcal/mol
orbital gap: 8.299 eV

Structure (ORCA input):
```
! wB97M-V def2-TZVPD RIJCOSX def2/J DEFGRID3
* xyz 0 1
C 20.3748 16.1320 22.6421
C 20.3687 15.4021 21.3235
O 20.8544 14.0364 21.6214
H 19.8211 15.5263 23.3862
H 20.0629 17.1487 22.6384
H 21.3952 16.1075 23.0746
H 20.9069 16.0153 20.5885
H 19.4174 15.3071 20.8406
H 20.5150 13.4668 20.9082
C 10.8368 15.6005 15.6246
O 11.6949 14.5977 16.1209
C 12.3405 14.0707 14.9146
C 13.1709 12.8316 15.2914
N 12.3636 11.9007 16.0054
C 13.0513 10.7466 16.5983
C 14.0492 11.0925 17.6429
O 13.3968 11.5347 18.7914
C 14.2781 12.1047 19.7648
H 11.3756 16.4926 15.3839
H 10.1110 15.8337 16.4227
H 10.2626 15.2942 14.7653
H 12.9027 14.8409 14.3280
H 11.6433 13.7108 14.2374
H 14.0320 13.1947 15.8829
H 13.6190 12.3223 14.4518
H 12.0546 12.4414 16.7890
H 13.5297 10.1698 15.7587
H 12.2968 10.0858 17.0086
H 14.7696 11.8016 17.2332
H 14.7253 10.2210 17.8508
H 15.0955 11.4279 20.0623
H 13.6824 12.2859 20.6721
H 14.6734 13.1028 19.4587
C 11.9826 14.9727 19.1377
O 12.2912 15.2962 20.4669
C 12.6068 16.6523 20.7757
C 13.0126 16.8077 22.1911
N 13.6644 18.1204 22.3986
C 12.7125 19.2815 22.4571
C 13.5462 20.5532 22.4378
O 13.9268 20.6569 23.7750
C 14.6886 21.8196 24.0226
H 11.6749 13.9113 19.1508
H 12.8473 14.9979 18.4068
H 11.2114 15.6272 18.7147
H 11.6813 17.2568 20.5159
H 13.3512 17.0129 20.1027
H 13.6666 15.9715 22.4194
H 12.1307 16.6382 22.8122
H 14.0673 18.0344 23.3184
H 12.1141 19.2590 23.3598
H 12.0723 19.1409 21.6121
H 12.9968 21.4343 22.0507
H 14.4360 20.4451 21.8615
H 14.0366 22.7084 23.7870
H 15.5914 21.9164 23.4403
H 15.0281 21.9059 25.0288
C 18.2098 20.2127 17.3859
O 17.9385 21.0412 16.2619
C 17.9489 20.3689 15.0222
C 16.6920 20.7066 14.1842
N 15.4338 20.0137 14.4462
C 14.7586 19.5975 13.2470
C 14.1616 20.6973 12.4313
O 15.1172 21.6070 11.9523
C 14.5753 22.5589 11.0368
H 18.1299 20.8393 18.2837
H 19.2553 19.7997 17.1731
H 17.5493 19.3691 17.5239
H 18.1260 19.2747 15.0898
H 18.7897 20.7043 14.3477
H 16.9155 20.5616 13.1061
H 16.5490 21.7866 14.3603
H 15.6032 19.1443 14.9438
H 13.8668 19.0218 13.5012
H 15.4124 18.9721 12.6111
H 13.3970 21.2372 13.0619
H 13.5634 20.1870 11.6558
H 14.1803 23.4169 11.6702
H 13.7952 22.1361 10.4105
H 15.3906 22.9722 10.4640
C 18.0239 16.9175 13.0784
O 17.1180 15.9168 12.7136
C 17.4305 15.2331 11.5620
C 16.1824 14.6298 11.0440
N 15.6566 13.4590 11.7598
C 16.5974 12.3048 11.8448
C 16.2678 11.2873 12.8668
O 16.5350 11.8185 14.1699
C 16.5448 10.8871 15.2267
H 19.0329 16.4396 13.2549
H 17.6531 17.3148 13.9752
H 18.1224 17.6859 12.3171
H 18.1702 14.4371 11.8042
H 17.9367 15.8810 10.8392
H 16.4555 14.3453 10.0284
H 15.3673 15.3446 10.9551
H 15.4094 13.6723 12.6926
H 17.6282 12.6218 12.0497
H 16.6989 11.8871 10.8780
H 16.8339 10.3576 12.7137
H 15.2007 11.0452 12.8976
H 16.7266 11.4366 16.1698
H 17.3964 10.1527 15.0997
H 15.6678 10.2355 15.3252
C 12.0505 23.3422 19.3191
O 13.3836 23.6536 19.6525
C 14.2516 23.7170 18.5302
C 15.4257 22.8192 18.8009
N 15.0593 21.3889 19.0907
C 14.6942 20.7133 17.8725
C 14.4461 19.2776 18.1449
O 13.1845 19.0626 18.8545
C 12.0849 19.0011 18.0203
H 11.5556 23.4198 20.2611
H 11.9258 22.3113 18.9981
H 11.6775 23.9851 18.5271
H 14.5588 24.7775 18.3743
H 13.7299 23.3957 17.6066
H 15.9274 23.2378 19.6884
H 16.0118 22.7771 17.9125
H 14.2048 21.3164 19.6725
H 15.5577 20.7716 17.2033
H 13.8899 21.1860 17.2886
H 15.2671 18.8152 18.6864
H 14.3857 18.7194 17.2223
H 11.1792 19.1603 18.5798
H 12.1139 17.9976 17.5492
H 12.1111 19.8075 17.2951
C 20.1192 8.2628 19.8212
O 19.4247 9.4210 19.5147
C 20.1198 10.3562 18.7612
C 19.2729 11.5345 18.3755
N 18.9677 12.2833 19.5906
C 18.0430 13.4152 19.4571
C 17.4404 13.7290 20.8621
O 16.9532 12.4724 21.3325
C 16.3990 12.4791 22.6248
H 20.8182 8.4305 20.6706
H 20.7392 7.9279 18.9629
H 19.4419 7.4871 20.0113
H 20.3953 9.8493 17.8205
H 21.0054 10.7123 19.2956
H 18.3722 11.1132 17.9568
H 19.8907 12.0971 17.6720
H 18.6756 11.6382 20.3176
H 17.3118 13.2893 18.6734
H 18.6751 14.2144 19.0503
H 16.6193 14.4814 20.8446
H 18.1790 14.1409 21.6082
H 15.4684 13.0652 22.6166
H 17.1025 12.9520 23.3134
H 16.3098 11.4056 22.9139
C 25.7419 21.6126 20.0869
O 24.9349 21.5126 18.8977
C 23.9543 20.4819 18.8752
C 23.0628 20.7708 17.6664
N 22.4972 22.0683 17.8478
C 21.1492 22.2866 17.3167
C 20.9762 22.1998 15.8344
O 21.8543 23.1105 15.2632
C 21.6690 23.2766 13.9152
H 25.3140 22.3494 20.7833
H 26.7007 21.9502 19.7994
H 25.8837 20.5971 20.4894
H 23.3228 20.5281 19.7414
H 24.3700 19.4309 18.8730
H 22.3423 19.9770 17.4722
H 23.6872 20.6235 16.8133
H 23.0992 22.8798 17.7715
H 20.8217 23.2373 17.7561
H 20.4589 21.5529 17.7962
H 19.9089 22.3938 15.7097
H 21.1840 21.1710 15.5173
H 20.6640 23.5388 13.7438
H 21.9326 22.3259 13.3988
H 22.2782 24.1598 13.6329
C 26.3015 19.3584 15.7620
O 25.4940 18.3461 16.2425
C 25.1657 17.4759 15.1169
C 24.7333 16.1224 15.5797
N 23.6809 16.0995 16.6134
C 24.2032 15.7635 17.9667
C 23.0477 15.6047 18.9465
O 22.1770 14.5723 18.5679
C 22.7325 13.3022 18.9046
H 26.4596 20.1387 16.4801
H 25.8941 19.8417 14.8736
H 27.3743 19.0570 15.4210
H 26.0272 17.2891 14.5044
H 24.3367 17.9092 14.5240
H 25.6146 15.6736 16.0752
H 24.4556 15.5835 14.6560
H 22.9799 15.4142 16.3977
H 24.7804 16.5656 18.4152
H 24.8896 14.8759 17.9627
H 22.4656 16.5243 18.8585
H 23.2816 15.5460 20.0064
H 23.7282 13.1313 18.4876
H 22.0490 12.5645 18.5268
H 22.8229 13.2557 20.0202
C 15.1456 16.2494 15.3690
O 15.8599 17.0483 16.3112
C 16.1369 16.3196 17.4973
C 17.3739 16.8848 18.2153
N 18.4410 16.6812 17.2394
C 19.7791 17.0538 17.7639
C 20.7176 17.2255 16.5632
O 20.2000 18.1116 15.5677
C 20.9174 18.0879 14.3043
H 14.0851 16.0573 15.6449
H 15.6536 15.2937 15.1713
H 15.0306 16.7429 14.3684
H 16.3239 15.2428 17.2405
H 15.2267 16.3024 18.1159
H 17.5627 16.3394 19.1517
H 17.1693 17.9677 18.4211
H 18.3412 17.2708 16.3877
H 20.1822 16.1921 18.2845
H 19.6922 17.8857 18.5268
H 20.8283 16.2870 16.0616
H 21.6792 17.5355 16.9399
H 20.6479 19.0499 13.8535
H 20.7236 17.1933 13.6691
H 21.9915 18.1816 14.5358
C 17.0480 19.7823 21.6244
C 17.0539 18.2660 21.4175
O 15.9382 17.9556 20.6255
O 17.2468 20.4323 20.3741
H 17.7707 20.1076 22.3678
H 16.0135 20.0725 22.0064
H 17.1086 17.7389 22.4014
H 17.8600 18.0318 20.8102
H 15.0779 17.9302 21.1272
H 16.3766 20.5803 19.9035
C 24.9740 19.9045 11.1667
C 23.8180 19.7902 12.1273
O 23.2223 18.4579 12.1088
O 24.4675 19.6105 9.8632
H 25.7175 19.1191 11.5119
H 25.4610 20.9011 11.3051
H 23.0063 20.4261 11.8013
H 24.1088 19.9941 13.1519
H 23.0681 18.3449 11.1833
H 25.1082 19.7238 9.1792
C 20.3201 13.4025 14.5758
C 18.9896 14.0273 15.0288
O 18.7454 13.7991 16.4450
O 21.3638 13.8624 15.4697
H 20.6061 13.6852 13.5401
H 20.2988 12.2884 14.6058
H 18.1664 13.5458 14.5505
H 18.9837 15.1065 14.7819
H 18.7185 14.7445 16.7596
H 20.9418 13.7504 16.3306
C 20.8504 20.6877 21.4280
C 20.5710 21.9160 20.5997
O 19.2648 22.3555 20.5380
O 20.1314 19.5508 20.8598
H 20.5367 20.7329 22.4982
H 21.9028 20.4825 21.3777
H 21.1353 21.8197 19.6681
H 21.1104 22.7230 21.0324
H 18.5689 21.6758 20.5430
H 19.3079 19.9238 20.4752
*
```